{
  "formula": "C6H9N",
  "method": "the ωB97M-V functional and the def2-TZVPD basis",
  "elements": ["C", "C", "C", "C", "C", "C", "N", "H", "H", "H", "H", "H", "H", "H", "H", "H"],
  "coordinates": [[2.27029, -0.28505, -0.29399], [0.77641, -0.10580, -0.11245], [-0.08745, -1.05724, 0.48947], [-1.30943, -0.31055, 0.56455], [-2.47043, -0.49509, -0.12291], [-0.90970, 1.06078, 0.81350], [0.32328, 1.17246, 0.43762], [2.89163, 0.01793, 0.56424], [2.49109, -1.34137, -0.47909], [2.57525, 0.28946, -1.16765], [-0.05145, -2.10968, 0.22888], [0.07034, 0.39806, -1.42143], [-3.25577, 0.25084, -0.16205], [-2.63168, -1.43319, -0.64542], [-1.53513, 1.92747, 0.99541], [0.85275, 2.02097, 0.31132]],
  "gap_ha": 0.2361,
  "multiplicity": 1,
  "fmax_ha_per_bohr": 0.0408,
  "lumo_ev": 0.1,
  "de_lowest_kcal_mol": 119.1,
  "total_energy_ha": -288.5923
}

{
  "formula": "C44H38FeN6O5Te",
  "method": "the ωB97M-V functional and the def2-TZVPD basis",
  "elements": ["Fe", "N", "C", "N", "C", "N", "C", "C", "N", "C", "C", "N", "H", "H", "H", "H", "H", "C", "O", "C", "C", "C", "C", "C", "C", "O", "C", "O", "C", "H", "H", "H", "H", "H", "H", "H", "H", "H", "C", "C", "C", "C", "C", "O", "C", "C", "C", "C", "C", "C", "C", "O", "C", "C", "C", "N", "C", "C", "Te", "C", "C", "C", "C", "C", "C", "C", "C", "C", "C", "C", "C", "H", "H", "H", "H", "H", "H", "H", "H", "H", "H", "H", "H", "H", "H", "H", "H", "H", "H", "H", "H", "H", "H", "H", "H"],
  "coordinates": [[-0.49990, 0.68758, 0.30000], [1.89319, 2.50618, 3.13834], [1.52003, 1.33181, 2.61313], [0.73571, 1.55574, 1.58677], [0.65623, 2.91494, 1.53412], [1.34803, 3.53646, 2.45805], [-0.19302, 3.51678, 0.50804], [-0.51632, 4.86193, 0.42204], [-1.35774, 5.30738, -0.50127], [-1.87875, 4.40434, -1.32459], [-1.56801, 3.05451, -1.24490], [-0.71008, 2.61367, -0.33030], [2.49240, 2.68057, 3.92657], [1.83319, 0.37130, 2.98406], [-0.09418, 5.57502, 1.11870], [-2.57493, 4.75996, -2.07378], [-2.00096, 2.31367, -1.90373], [-5.60162, 2.03116, 4.65758], [-6.07610, 1.11344, 3.68961], [-5.23392, 0.78171, 2.67995], [-5.78948, -0.09527, 1.71489], [-5.01289, -0.49451, 0.67452], [-3.66559, -0.06935, 0.50369], [-2.91663, -0.47762, -0.64476], [-3.41361, -1.53912, -1.59174], [-1.79204, -0.01568, -0.95534], [-3.10316, 0.80362, 1.50495], [-1.89833, 1.21851, 1.51648], [-3.94428, 1.22014, 2.58019], [-6.42704, 2.20370, 5.34260], [-5.30658, 2.97501, 4.19296], [-4.75029, 1.62074, 5.20667], [-6.81618, -0.41406, 1.82269], [-5.45817, -1.14810, -0.06100], [-4.48618, -1.69685, -1.59767], [-2.93279, -2.47236, -1.28711], [-3.06688, -1.30168, -2.59579], [-3.48567, 1.85955, 3.31917], [2.64610, -5.67587, 0.52209], [1.83435, -4.41989, 0.70716], [0.80119, -4.34519, 1.63664], [0.05582, -3.19769, 1.82940], [-1.06099, -3.27999, 2.81075], [-1.66173, -4.32528, 2.97723], [-1.45575, -2.09077, 3.63380], [-2.78859, -1.92821, 3.98575], [-3.16700, -0.88389, 4.81576], [-2.21017, -0.01439, 5.31851], [-0.87334, -0.18503, 4.98013], [-0.50125, -1.21387, 4.13166], [0.28282, -2.03005, 1.03276], [-0.48626, -1.02257, 1.17351], [1.34057, -2.10132, 0.06299], [2.07295, -3.29406, -0.05636], [1.62144, -1.00872, -0.87208], [0.97209, 0.10808, -0.91604], [1.36495, 1.09048, -1.93922], [2.43552, 2.04733, -1.43892], [2.70236, 3.69796, -2.77560], [2.97676, 2.48266, -4.47535], [4.24105, 1.98596, -4.78004], [4.42147, 1.16167, -5.88272], [3.34157, 0.82711, -6.68599], [2.07846, 1.31834, -6.38627], [1.89627, 2.14576, -5.28679], [2.73275, -1.27038, -1.85317], [2.44784, -1.75764, -3.12553], [3.46928, -1.98349, -4.03459], [4.78713, -1.72889, -3.67917], [5.07851, -1.25659, -2.40841], [4.05437, -1.03180, -1.49770], [2.32210, -6.45199, 1.21518], [3.70955, -5.49947, 0.69718], [2.54467, -6.07437, -0.48964], [0.55113, -5.21037, 2.24134], [-3.52060, -2.62583, 3.60049], [-4.21098, -0.75383, 5.07281], [-2.50159, 0.79504, 5.97707], [-0.12717, 0.48790, 5.38723], [0.53627, -1.36502, 3.85645], [2.85753, -3.34976, -0.80062], [0.47485, 1.65400, -2.20772], [1.71055, 0.60615, -2.84852], [3.39341, 1.54693, -1.31341], [2.15576, 2.49133, -0.48356], [5.08560, 2.24181, -4.15287], [5.40880, 0.78074, -6.11179], [3.48383, 0.18702, -7.54746], [1.23260, 1.05993, -7.01062], [0.91016, 2.52905, -5.05636], [1.41851, -1.95953, -3.39911], [3.23593, -2.35558, -5.02383], [5.58422, -1.90011, -4.39128], [6.10506, -1.06689, -2.12172], [4.28177, -0.68171, -0.49720]],
  "gap_ha": 0.2471,
  "multiplicity": 1,
  "fmax_ha_per_bohr": 0.0082,
  "lumo_ev": -0.3,
  "de_lowest_kcal_mol": 0.0,
  "total_energy_ha": -3936.0334
}

{
  "formula": "C5H13N2O",
  "method": "the ωB97M-V functional and the def2-TZVPD basis",
  "elements": ["N", "C", "C", "N", "C", "C", "C", "O", "H", "H", "H", "H", "H", "H", "H", "H", "H", "H", "H", "H", "H"],
  "coordinates": [[-3.30479, -1.13282, 1.05407], [-1.67989, 0.72379, -1.14012], [-0.22383, 1.10312, -1.08437], [0.37280, 0.12692, -0.11851], [2.18019, -0.94819, 1.12724], [1.62092, 0.32798, 0.45067], [2.62339, 0.61817, -0.75701], [2.32659, 0.21017, -1.90063], [-1.75354, -0.32325, -0.82287], [-3.89785, -1.08750, 1.85901], [-3.64505, -1.96600, 0.56355], [-2.21213, 0.75884, -2.07060], [-2.30911, 1.17943, -0.35738], [0.23987, 1.10919, -2.09361], [-0.07724, 2.08640, -0.64767], [-2.29799, -1.26752, 1.23093], [1.58981, -1.13813, 2.00278], [3.20027, -0.84925, 1.42662], [2.00185, -1.78611, 0.47954], [1.68547, 1.03811, 1.31277], [3.56026, 1.21666, -0.51441]],
  "gap_ha": [0.3683, 0.3165],
  "multiplicity": 2,
  "fmax_ha_per_bohr": 0.0792,
  "lumo_ev": [0.8, -0.4],
  "de_lowest_kcal_mol": 43.6,
  "total_energy_ha": -382.9425
}

{
  "formula": "C2H4P2",
  "method": "the ωB97M-V functional and the def2-TZVPD basis",
  "elements": ["P", "C", "C", "P", "H", "H", "H", "H"],
  "coordinates": [[1.37333, 0.67699, 0.27999], [0.15127, -0.51059, 0.63125], [-0.81678, -0.56470, -0.65911], [-1.61902, 0.45223, 0.41616], [0.59531, 1.82862, 0.58417], [1.10378, 0.77240, -1.04136], [0.24210, -1.38396, 1.26787], [-1.02999, -1.27099, -1.47896]],
  "gap_ha": 0.2905,
  "multiplicity": 1,
  "fmax_ha_per_bohr": 0.0943,
  "lumo_ev": -0.2,
  "de_lowest_kcal_mol": 53.3,
  "total_energy_ha": -761.1700,
  "smiles": "P[C@@H]1C=P1"
}

{
  "formula": "C3H5FN2",
  "method": "the ωB97M-V functional and the def2-TZVPD basis",
  "elements": ["H", "N", "C", "N", "C", "C", "F", "H", "H", "H", "H"],
  "coordinates": [[1.83815, -0.24762, -2.13525], [1.29670, 0.11289, -1.34420], [0.40512, -0.81252, -1.05962], [-0.47282, -0.80487, -0.03430], [-0.76938, 0.14024, 0.87919], [-0.20738, 1.36180, 1.07995], [-0.56934, 2.20437, 2.03424], [0.32747, -1.80921, -1.61933], [-1.00579, -1.64945, 0.06190], [-1.48605, -0.23095, 1.62395], [0.64332, 1.73531, 0.51345]],
  "gap_ha": 0.3280,
  "multiplicity": 1,
  "fmax_ha_per_bohr": 0.0786,
  "lumo_ev": 0.6,
  "de_lowest_kcal_mol": 17.5,
  "total_energy_ha": -326.6421,
  "smiles": "[H]/N=C/N/C=C/F"
}

{
  "formula": "C3H10O2S",
  "method": "the ωB97M-V functional and the def2-TZVPD basis",
  "elements": ["C", "O", "C", "C", "S", "H", "H", "H", "H", "H", "H", "H", "H", "O", "H", "H"],
  "coordinates": [[-0.15309, -1.44169, -0.93927], [0.51377, -0.70343, 0.05594], [0.81832, 0.59726, -0.27165], [-0.42493, 1.40975, -0.35748], [0.11237, 3.13062, -0.37525], [-1.21971, -1.19646, -1.07633], [-0.06034, -2.52830, -0.77400], [0.38985, -1.17867, -1.86266], [1.55866, 1.00441, 0.44360], [1.25420, 0.67229, -1.28645], [-0.96967, 1.17756, -1.29278], [-1.11809, 1.23545, 0.48786], [-1.10241, 3.70077, -0.22779], [0.16760, -1.74364, 2.82829], [0.38939, -1.46740, 1.91028], [-0.15592, -2.66851, 2.73769]],
  "gap_ha": 0.3676,
  "multiplicity": 1,
  "fmax_ha_per_bohr": 0.0406,
  "lumo_ev": 0.8,
  "de_lowest_kcal_mol": 12.8,
  "total_energy_ha": -668.9298,
  "smiles": "COCCS.O"
}